(1)
Entry from the OMol25 dataset: a cluster of 5 separate species, C2H12O5 in total in a non-equilibrium geometry (wB97M-V/def2-TZVPD).

The geometry in XYZ format:
```
19
Properties=species:S:1:pos:R:3
C -2.710 -1.424 0.210
C -3.195 -0.803 -0.864
O -2.508 0.098 -1.617
H -3.213 -2.240 0.679
H -1.959 -0.850 0.742
H -4.242 -0.972 -1.058
H -1.630 -0.053 -1.232
H -1.688 3.811 -0.598
H -2.833 4.132 0.386
O -2.235 3.438 0.099
H 2.751 -2.423 5.780
H 2.593 -1.092 4.941
O 2.179 -1.682 5.575
H 6.505 2.007 -2.641
H 6.019 2.245 -4.053
O 6.391 2.702 -3.291
H -0.143 -1.756 -1.599
H -0.067 -2.518 -0.254
O -0.015 -2.620 -1.206
```

The SMILES is C=CO.O.O.O.O. The calculation puts the gap between HOMO and LUMO at 9.57 eV. The calculation puts the largest force on an atom at 1.4 eV Å⁻¹. For the energy above the lowest of the compared OMol25 structures with the same formula, charge and spin, the calculation gives 181.4 kJ/mol.


(2)
Entry from the OMol25 dataset: a cluster of 2 separate species, CH6N2P2 in total in a non-equilibrium geometry (wB97M-V/def2-TZVPD).

The geometry in XYZ format:
```
11
Properties=species:S:1:pos:R:3
C 2.689 -1.451 0.640
N 1.394 -1.926 0.890
N -1.701 2.738 0.450
P -0.108 -1.620 0.926
P -1.317 1.291 0.954
H 3.313 -1.819 1.391
H 2.809 -0.324 0.596
H 3.170 -1.810 -0.393
H -1.019 3.500 0.171
H -2.513 0.624 1.400
H -0.676 1.448 2.194
```

The calculation puts the gap between HOMO and LUMO (alpha / beta) at 6.26 / 7.49 eV. The calculation puts the largest force on an atom at 3.6 eV Å⁻¹. For the energy above the lowest of the compared OMol25 structures with the same formula, charge and spin, the calculation gives 296.9 kJ/mol.


(3)
Entry from the OMol25 dataset: an isolated molecule of C16H27ClN4O2 in a non-equilibrium geometry (wB97M-V/def2-TZVPD).

The geometry in XYZ format:
```
50
Properties=species:S:1:pos:R:3
C -0.034 -6.456 -3.504
O -0.779 -5.413 -4.284
C -0.423 -4.085 -3.680
C -1.637 -3.012 -3.925
C -1.292 -1.462 -3.522
C 0.201 -1.220 -2.890
C 0.119 0.235 -2.068
C 1.582 0.942 -1.852
C 2.345 0.175 -0.589
C 1.855 0.914 0.798
C 2.731 2.244 1.202
C 2.560 2.509 2.813
C 1.758 3.897 3.196
C 0.151 3.446 3.374
N -0.188 3.018 4.697
N -1.428 2.623 4.825
C -2.189 2.701 3.615
C -3.764 2.140 3.765
C -3.771 1.024 5.005
O -3.085 -0.144 4.943
Cl -4.739 1.358 6.569
N -1.861 3.169 2.303
N -0.622 3.563 2.175
H -0.058 -7.513 -4.021
H -0.545 -6.573 -2.433
H 1.082 -6.069 -3.387
H 0.635 -3.735 -4.037
H -0.383 -4.296 -2.508
H -2.027 -3.084 -5.045
H -2.556 -3.355 -3.256
H -1.367 -0.797 -4.499
H -2.106 -1.017 -2.779
H 0.536 -2.006 -2.087
H 0.995 -1.064 -3.758
H -0.649 0.958 -2.600
H -0.365 -0.048 -1.014
H 1.406 2.066 -1.490
H 2.296 0.906 -2.778
H 3.518 0.189 -0.692
H 1.939 -0.944 -0.552
H 0.724 1.277 0.693
H 1.973 0.122 1.660
H 3.872 1.971 0.993
H 2.498 3.194 0.559
H 1.894 1.619 3.244
H 3.583 2.457 3.421
H 1.895 4.767 2.424
H 2.210 4.259 4.239
H -4.528 3.006 3.963
H -3.965 1.545 2.772
```

The SMILES is COCCCCCCCCCCCc1nnc(CC(=O)Cl)nn1. The calculation puts the gap between HOMO and LUMO at 8.73 eV. The calculation puts the largest force on an atom at 9.7 eV Å⁻¹. For the energy above the lowest of the compared OMol25 structures with the same formula, charge and spin, the calculation gives 869.8 kJ/mol.


(4)
Entry from the OMol25 dataset: an isolated molecule of C4H7NS in a non-equilibrium geometry (wB97M-V/def2-TZVPD).

The geometry in XYZ format:
```
13
Properties=species:S:1:pos:R:3
C -0.077 1.140 -1.887
C -0.493 0.686 -0.570
C 0.667 -0.687 1.197
C -0.118 -1.058 2.174
H 0.400 2.138 -1.804
H 0.670 0.255 -2.242
H -1.115 1.182 -2.411
H 0.967 -0.627 -1.024
H 1.679 -1.244 1.231
H 0.281 -1.515 3.219
H -1.388 -1.109 2.021
N 0.378 -0.272 -0.157
S -1.851 1.111 0.252
```

The SMILES is C=CNC(C)=S. The calculation puts the gap between HOMO and LUMO at 8.62 eV. The calculation puts the largest force on an atom at 5.6 eV Å⁻¹. For the energy above the lowest of the compared OMol25 structures with the same formula, charge and spin, the calculation gives 302.5 kJ/mol.


(5)
Entry from the OMol25 dataset: a structure of composition C3H4O2 in a non-equilibrium geometry (wB97M-V/def2-TZVPD).

The geometry in XYZ format:
```
9
Properties=species:S:1:pos:R:3
O 0.486 1.952 0.285
C 0.293 0.706 0.060
C 0.844 -0.589 0.439
O -0.174 -1.361 0.067
C -1.000 -0.173 -0.202
H 1.755 -1.015 0.854
H 0.999 0.770 -0.855
H -1.422 -0.206 -1.205
H -1.781 -0.084 0.558
```

The calculation puts the gap between HOMO and LUMO (alpha / beta) at 7.89 / 7.89 eV. The calculation puts the largest force on an atom at 1.8 eV Å⁻¹. For the energy above the lowest of the compared OMol25 structures with the same formula, charge and spin, the calculation gives 466.7 kJ/mol.


(6)
Entry from the OMol25 dataset: a structure of composition C40H53BClF10KN7O10PS in a non-equilibrium geometry (wB97M-V/def2-TZVPD).

The geometry in XYZ format:
```
125
Properties=species:S:1:pos:R:3
K -1.581 -0.302 0.522
N -0.165 3.746 0.912
C 0.223 4.836 -0.032
C 1.682 4.694 -0.457
C 1.932 3.456 -1.322
N 1.790 2.276 -0.487
C 0.946 3.423 -2.495
C -0.531 3.583 -2.119
N -1.044 2.427 -1.389
C -0.710 4.825 -1.243
H 0.482 3.632 1.693
H -0.184 2.856 0.376
H -1.118 3.890 1.264
H 0.095 5.777 0.505
H 2.328 4.663 0.422
H 1.944 5.592 -1.024
H 2.939 3.554 -1.757
H 2.481 2.233 0.252
H 1.786 1.406 -1.006
H 1.090 2.502 -3.065
H 1.202 4.252 -3.163
H -1.091 3.749 -3.049
H -0.884 1.541 -1.853
H -2.036 2.496 -1.178
H -1.750 4.899 -0.919
H -0.482 5.715 -1.835
O 0.586 -3.794 -0.084
Cl -0.699 -3.408 -0.593
O -1.450 -4.578 -0.980
O -1.441 -2.687 0.429
O -0.538 -2.538 -1.738
O 4.170 -4.134 -5.099
C 3.232 -3.251 -5.687
C 2.643 -2.348 -4.639
C 1.627 -1.466 -4.978
C 1.138 -0.621 -4.000
N 1.576 -0.600 -2.746
C 2.525 -1.468 -2.410
C 3.093 -2.347 -3.332
C 3.010 -1.450 -0.989
C 4.393 -1.746 -0.754
C 4.955 -1.492 0.509
C 6.439 -1.659 0.715
O 6.918 -2.899 0.210
C 4.126 -1.112 1.511
C 2.653 -1.075 1.300
N 2.169 -1.152 -0.055
H 4.556 -4.678 -5.790
H 2.422 -3.806 -6.174
H 3.713 -2.627 -6.451
H 1.230 -1.426 -5.985
H 0.346 0.080 -4.242
H 3.847 -3.062 -3.041
H 5.030 -2.106 -1.547
H 6.674 -1.550 1.778
H 6.988 -0.889 0.170
H 6.348 -3.598 0.549
H 4.489 -0.869 2.502
H 2.216 -0.182 1.748
O -2.753 -0.452 -1.559
S -2.674 -1.103 -2.902
C -3.558 -2.699 -2.804
C -4.863 -2.596 -2.082
C -4.880 -2.340 -0.711
C -6.085 -2.181 -0.045
C -7.287 -2.294 -0.732
C -7.280 -2.579 -2.089
C -6.073 -2.727 -2.759
C -3.917 -0.248 -3.991
C -4.201 1.147 -3.538
C -3.552 2.229 -4.124
C -3.810 3.523 -3.694
C -4.711 3.743 -2.663
C -5.360 2.667 -2.072
C -5.106 1.377 -2.506
H -2.870 -3.394 -2.323
H -3.681 -2.993 -3.850
H -3.944 -2.277 -0.173
H -6.082 -1.967 1.016
H -8.226 -2.168 -0.208
H -8.212 -2.686 -2.629
H -6.071 -2.945 -3.822
H -4.825 -0.848 -4.011
H -3.462 -0.247 -4.983
H -2.846 2.056 -4.931
H -3.303 4.359 -4.160
H -4.895 4.747 -2.305
H -6.036 2.832 -1.247
H -5.593 0.535 -2.027
F 1.334 1.568 2.325
P 2.125 2.192 3.612
F 0.881 3.197 3.857
F 3.371 1.192 3.303
F 2.919 2.825 4.851
F 1.454 1.077 4.562
F 2.790 3.302 2.605
C 2.532 -2.936 6.267
C 2.248 -2.301 4.911
C 1.135 -2.985 4.053
C 1.471 -4.454 3.761
C 0.401 -5.165 2.940
C -0.167 -2.908 4.828
O -0.407 -3.621 5.780
N -1.055 -1.950 4.418
C -1.004 -1.259 3.209
O -1.965 -0.613 2.860
N 0.155 -1.327 2.451
C 1.070 -2.143 2.792
O 2.195 -2.220 2.098
H 3.211 -2.289 6.825
H 3.012 -3.910 6.163
H 1.627 -3.070 6.856
H 3.154 -2.330 4.304
H 1.987 -1.247 5.037
H 1.595 -4.955 4.721
H 2.429 -4.477 3.240
H -0.549 -5.192 3.479
H 0.696 -6.195 2.739
H 0.245 -4.676 1.979
H -1.921 -1.868 4.931
F -4.531 2.437 0.805
B -3.412 2.822 1.530
F -3.668 2.896 2.884
F -2.950 4.103 1.060
F -2.342 1.912 1.273
```

As for the multiplicity: 2. The calculation puts the gap between HOMO and LUMO (alpha / beta) at 7.90 / 7.47 eV. Its total charge is -1. The calculation puts the largest force on an atom at 1.4 eV Å⁻¹.


(7)
Entry from the OMol25 dataset: an isolated molecule of C3H6O in a non-equilibrium geometry (wB97M-V/def2-TZVPD).

The geometry in XYZ format:
```
10
Properties=species:S:1:pos:R:3
C -0.283 0.187 1.205
C 0.508 0.095 -0.124
C -0.242 -0.244 -1.354
O -1.356 -0.698 -1.439
H -0.956 1.069 1.219
H 0.380 0.300 2.068
H -0.927 -0.681 1.364
H 1.171 0.952 -0.262
H 1.209 -0.727 -0.487
H 0.496 -0.253 -2.190
```

The SMILES is CCC=O. The calculation puts the gap between HOMO and LUMO at 10.72 eV. The calculation puts the largest force on an atom at 2.2 eV Å⁻¹. For the energy above the lowest of the compared OMol25 structures with the same formula, charge and spin, the calculation gives 91.6 kJ/mol.


(8)
Entry from the OMol25 dataset: the ion C5H15N2O with charge +1 in a non-equilibrium geometry (wB97M-V/def2-TZVPD).

The geometry in XYZ format:
```
23
Properties=species:S:1:pos:R:3
N 2.234 -0.519 0.910
C 2.059 -0.333 -0.579
C 0.688 -0.848 -1.011
N -0.366 -0.417 -0.102
C -1.028 -1.553 0.528
C -1.266 0.640 -0.638
C -1.413 1.785 0.358
O -2.470 2.576 -0.249
H 2.334 0.336 1.428
H 2.906 -1.232 1.198
H 1.375 -0.943 1.298
H 2.838 -0.790 -1.162
H 2.180 0.745 -0.670
H 0.515 -0.414 -1.990
H 0.750 -1.936 -1.095
H -1.334 -2.295 -0.211
H -0.335 -1.963 1.274
H -1.812 -1.261 1.230
H -2.239 0.181 -0.800
H -0.808 1.035 -1.539
H -1.893 1.372 1.249
H -0.512 2.364 0.505
H -2.402 3.471 0.069
```

The SMILES is CN(CC[NH3+])CCO. The calculation puts the gap between HOMO and LUMO at 9.16 eV. Its total charge is +1. The calculation puts the largest force on an atom at 2.7 eV Å⁻¹. For the energy above the lowest of the compared OMol25 structures with the same formula, charge and spin, the calculation gives 217.6 kJ/mol.